# 1
12
Properties=species:S:1:pos:R:3:nbo_charge:R:1 method="wB97M-V/def2-TZVPD" smiles="C=CCCF" lumo_ev=1.177 orbital_gap_ha=0.406 total_charge=0 e_homo_ev=-9.873
C -2.476 0.657 0.238 -0.390
C -1.320 -0.003 0.520 -0.174
C 0.120 0.486 0.161 -0.490
C 1.045 -0.708 -0.152 0.062
F 2.275 -0.341 -0.656 -0.370
H -2.628 1.578 -0.286 0.198
H -3.458 0.311 0.564 0.200
H -1.290 -1.032 0.947 0.198
H -0.041 1.159 -0.759 0.214
H 0.718 1.133 0.833 0.231
H 1.325 -1.177 0.827 0.153
H 0.688 -1.493 -0.819 0.168



# 2
114
Properties=species:S:1:pos:R:3:lowdin_charge:R:1 method="wB97M-V/def2-TZVPD" spin_multiplicity=3 s_squared=2.003 lumo_ev="-2.449 / -2.511" orbital_gap_ha="0.271 / 0.269" total_charge=+1 e_homo_ev="-9.837 / -9.843"
Ti -0.046 0.089 2.496 0.919
C -2.786 1.772 3.539 -0.182
C -2.904 0.952 4.788 -0.115
C -1.697 0.248 5.329 -0.216
C -1.805 -0.180 6.636 -0.016
C -0.847 -0.972 7.242 -0.006
C 0.222 -1.418 6.446 -0.010
C 0.313 -0.901 5.165 -0.140
N -0.604 -0.111 4.606 0.019
N -2.423 1.076 2.275 -0.182
C -2.375 2.042 1.203 -0.144
C -1.141 2.879 1.295 -0.257
C -1.168 4.226 1.031 -0.012
C 0.003 4.931 0.790 -0.019
C 1.184 4.209 0.851 -0.039
C 1.172 2.914 1.288 -0.156
N 0.031 2.211 1.470 0.043
C -3.570 0.154 2.071 -0.112
C -3.626 -0.563 0.718 -0.260
C -4.865 -0.946 0.156 -0.010
C -4.939 -1.672 -1.016 -0.028
C -3.707 -1.996 -1.591 -0.056
C -2.542 -1.622 -0.984 -0.202
N -2.501 -0.901 0.135 0.086
H -2.059 2.560 3.653 0.128
H -3.743 2.296 3.359 0.136
H -3.681 0.232 4.617 0.110
H -3.299 1.655 5.540 0.145
H -2.699 0.053 7.168 0.118
H -1.000 -1.245 8.273 0.118
H 1.055 -2.041 6.840 0.131
H 1.183 -1.103 4.562 0.066
H -3.250 2.678 1.203 0.137
H -2.325 1.545 0.256 0.113
H -2.096 4.778 0.965 0.122
H 0.053 6.002 0.534 0.131
H 2.211 4.639 0.708 0.144
H 2.079 2.390 1.519 0.069
H -4.534 0.731 2.213 0.146
H -3.551 -0.602 2.886 0.133
H -5.784 -0.678 0.717 0.125
H -5.881 -1.978 -1.394 0.108
H -3.661 -2.602 -2.492 0.113
H -1.586 -1.882 -1.330 0.031
C 1.517 1.526 -1.577 -0.389
C 1.645 1.522 -3.109 -0.359
C 0.290 1.823 -3.741 -0.386
Sb -1.040 0.272 -3.191 1.541
C -0.680 -0.954 -4.867 -0.411
C -0.801 -2.325 -4.735 -0.148
C -0.581 -3.195 -5.821 -0.087
C -0.111 -2.682 -6.985 -0.108
C 0.091 -1.322 -7.133 -0.074
C -0.229 -0.435 -6.092 -0.098
C -3.017 0.933 -3.563 -0.401
C -3.913 0.096 -4.193 -0.150
C -5.249 0.430 -4.195 -0.103
C -5.742 1.601 -3.637 -0.071
C -4.800 2.456 -3.004 -0.078
C -3.438 2.114 -2.949 -0.143
Sb 1.885 -0.254 -0.275 1.574
C 0.674 -2.214 0.172 -0.292
C -0.206 -2.337 1.295 -0.242
C -0.109 -3.367 2.205 -0.095
C 0.918 -4.311 2.147 -0.077
C 1.749 -4.301 1.039 -0.046
C 1.580 -3.276 0.050 -0.133
C 3.170 -1.055 -1.685 -0.440
C 2.630 -1.476 -2.870 -0.194
C 3.426 -1.721 -3.938 -0.069
C 4.822 -1.666 -3.790 -0.063
C 5.374 -1.384 -2.559 -0.074
C 4.558 -1.058 -1.469 -0.083
H 0.567 2.017 -1.245 0.030
H 2.368 2.023 -1.102 0.034
H 1.993 0.576 -3.492 0.053
H 2.408 2.272 -3.393 0.124
H 0.479 1.956 -4.798 0.045
H -0.070 2.764 -3.304 0.058
H -1.149 -2.731 -3.778 0.087
H -0.756 -4.272 -5.740 0.112
H 0.146 -3.340 -7.834 0.120
H 0.433 -0.925 -8.067 0.100
H -0.046 0.616 -6.256 0.084
H -3.543 -0.844 -4.623 0.101
H -5.910 -0.224 -4.746 0.105
H -6.752 1.938 -3.847 0.104
H -5.136 3.413 -2.576 0.103
H -2.740 2.816 -2.527 0.082
H -1.042 -1.651 1.350 0.031
H -0.795 -3.397 3.055 0.111
H 1.113 -5.078 2.885 0.108
H 2.446 -5.132 0.830 0.119
H 2.281 -3.293 -0.769 0.077
H 1.580 -1.448 -2.960 0.061
H 3.007 -1.992 -4.903 0.113
H 5.422 -1.823 -4.707 0.119
H 6.435 -1.409 -2.459 0.101
H 5.045 -0.793 -0.516 0.091
F 3.106 -0.873 5.784 0.122
C 3.750 0.030 5.017 -0.658
F 3.652 1.212 5.632 0.154
F 5.013 -0.288 4.978 0.175
S 3.092 0.054 3.270 0.587
O 1.899 0.942 3.288 -0.413
O 2.691 -1.271 2.819 -0.324
N 4.232 0.598 2.437 -0.298
S 5.223 1.811 2.518 0.611
O 5.540 2.170 3.874 -0.256
O 4.786 2.848 1.623 -0.273
C 6.726 0.986 1.864 -0.727
F 7.101 0.070 2.694 0.193
F 6.526 0.448 0.677 0.148
F 7.660 1.935 1.783 0.153



# 3
12
Properties=species:S:1:pos:R:3:nbo_charge:R:1 method="wB97M-V/def2-TZVPD" lumo_ev=-4.441 orbital_gap_ha=0.356 total_charge=+1 e_homo_ev=-14.133
C -1.603 0.719 0.003 0.016
N -1.310 -0.536 -0.004 -0.604
N 0.854 0.889 -0.335 -0.505
N 1.292 -1.292 0.318 -0.479
N 0.851 -0.384 -0.471 0.161
H -1.886 -1.432 -0.203 0.422
H -2.445 1.276 0.093 0.193
H -0.769 1.381 0.355 0.153
H 0.827 1.270 -1.274 0.428
H 1.321 1.487 0.367 0.412
H 1.412 -2.230 -0.074 0.427
H 1.454 -1.150 1.225 0.376



# 4
17
Properties=species:S:1:pos:R:3:nbo_charge:R:1 method="wB97M-V/def2-TZVPD" lumo_ev="-0.028 / -0.028" orbital_gap_ha="0.261 / 0.261" total_charge=0 e_homo_ev="-7.143 / -7.142"
C -1.058 0.231 1.390 -0.182
C 1.802 -0.650 0.541 -0.410
C -0.004 -1.375 -0.861 -0.423
N 0.373 -0.720 0.366 -0.488
C -1.359 1.136 0.341 -0.065
O -0.903 2.269 -1.501 -0.560
N -0.370 1.634 -0.381 -0.057
H -0.132 2.713 -1.884 0.477
H -1.869 -0.425 1.696 0.220
H -0.370 0.578 2.151 0.229
H -2.387 1.219 -0.023 0.192
H 2.310 -0.192 -0.321 0.167
H 2.057 -0.073 1.434 0.199
H -1.084 -1.314 -1.022 0.194
H 0.486 -0.936 -1.743 0.165
H 2.227 -1.659 0.656 0.168
H 0.281 -2.437 -0.839 0.174



# 5
88
Properties=species:S:1:pos:R:3:lowdin_charge:R:1 method="wB97M-V/def2-TZVPD" lumo_ev=3.785 orbital_gap_ha=0.231 total_charge=-2 e_homo_ev=-2.505
Cd 0.844 -1.407 0.897 1.154
C -1.301 -0.862 -3.392 -0.042
C -2.490 -1.450 -2.657 -0.418
C -2.177 -2.734 -1.922 -0.037
O -3.067 -0.453 -1.762 -0.218
P -2.395 0.100 -0.435 0.469
O -0.925 0.124 -0.439 -0.322
C -3.206 1.709 -0.313 -0.204
P -2.967 2.895 -1.637 0.477
O -1.574 3.198 -1.975 -0.247
O -3.773 2.360 -2.900 -0.174
C -5.203 2.186 -2.897 -0.459
C -5.498 0.828 -3.501 -0.038
C -5.834 3.326 -3.675 -0.047
O -3.894 4.124 -1.228 -0.197
C -3.659 5.157 -0.229 -0.419
C -2.194 5.524 -0.092 -0.058
C -4.283 4.742 1.089 -0.047
O -2.936 -0.728 0.773 -0.162
C -4.247 -1.054 1.310 -0.396
C -4.577 -0.060 2.402 -0.028
C -5.305 -1.151 0.227 -0.041
H -0.992 -1.556 -4.179 0.083
H -0.460 -0.707 -2.717 0.046
H -1.566 0.093 -3.848 0.083
H -3.303 -1.618 -3.369 0.127
H -1.366 -2.609 -1.205 0.058
H -1.870 -3.497 -2.642 0.088
H -3.040 -3.109 -1.370 0.080
H -2.801 2.177 0.590 0.049
H -4.277 1.556 -0.166 0.061
H -5.564 2.212 -1.863 0.127
H -5.096 0.779 -4.514 0.090
H -6.577 0.665 -3.544 0.082
H -5.040 0.042 -2.904 0.058
H -5.466 3.317 -4.703 0.085
H -5.580 4.281 -3.219 0.071
H -6.921 3.215 -3.692 0.079
H -4.210 6.007 -0.640 0.131
H -1.625 4.710 0.362 0.053
H -2.126 6.392 0.569 0.084
H -1.753 5.772 -1.057 0.081
H -3.697 3.972 1.596 0.050
H -5.305 4.388 0.934 0.080
H -4.318 5.608 1.755 0.084
H -4.082 -2.037 1.751 0.124
H -4.692 0.957 2.018 0.069
H -3.784 -0.068 3.149 0.074
H -5.511 -0.356 2.886 0.084
H -5.493 -0.187 -0.256 0.062
H -6.237 -1.489 0.683 0.084
H -5.013 -1.868 -0.539 0.076
O -2.521 -3.802 1.458 0.002
C -1.505 -3.117 1.554 -0.624
O -0.509 -3.146 0.748 -0.195
C -1.401 -2.088 2.749 -0.599
O -2.260 -2.107 3.628 0.005
O -0.423 -1.256 2.703 -0.183
S 3.178 -1.721 1.954 0.443
C 4.208 -1.268 0.625 -0.752
C 5.588 -1.454 0.799 -0.100
C 6.526 -1.127 -0.168 -0.218
C 7.919 -1.343 0.095 -0.200
N 9.034 -1.526 0.318 0.128
C 6.088 -0.588 -1.387 -0.219
C 4.726 -0.402 -1.582 -0.097
C 3.767 -0.722 -0.615 -0.715
S 2.101 -0.392 -1.030 0.510
C 7.013 -0.233 -2.422 -0.202
N 7.747 0.061 -3.259 0.127
H 5.927 -1.871 1.738 0.097
H 4.384 0.011 -2.522 0.099
C -1.150 1.038 4.794 -0.014
N -0.549 1.627 3.602 -0.035
C 0.673 1.217 3.202 -0.091
C 1.206 1.607 2.028 -0.055
C 0.361 2.375 1.177 -0.397
N -0.839 2.792 1.556 0.163
C -1.325 2.453 2.783 -0.500
O -2.438 2.822 3.168 -0.011
N 0.783 2.706 -0.068 0.162
H -0.416 1.037 5.601 0.087
H -1.464 0.014 4.575 0.072
H -2.003 1.647 5.074 0.079
H 1.188 0.539 3.868 0.128
H 2.180 1.262 1.716 0.078
H 1.451 2.049 -0.461 0.022
H 0.034 2.954 -0.711 0.058



# 6
18
Properties=species:S:1:pos:R:3:nbo_charge:R:1 method="wB97M-V/def2-TZVPD" smiles=O.O.O.O.O.O lumo_ev=0.413 orbital_gap_ha=0.407 total_charge=0 e_homo_ev=-10.655
O 1.071 -1.218 1.854 -1.034
H 1.820 -1.553 2.293 0.483
H 1.264 -0.753 0.908 0.526
O 1.478 -0.602 -0.988 -0.993
H 1.760 0.325 -1.237 0.485
H 0.530 -0.709 -1.018 0.471
O 1.832 1.400 -2.242 -0.947
H 2.645 1.906 -2.299 0.489
H 1.174 1.771 -1.595 0.516
O -0.314 1.688 -0.314 -0.973
H -0.778 0.922 -0.452 0.493
H -0.917 2.395 -0.103 0.481
O -1.907 -1.373 2.072 -0.989
H -0.926 -1.127 1.772 0.511
H -1.704 -1.581 2.943 0.475
O -1.937 -0.573 -0.667 -0.996
H -2.655 -0.192 -1.208 0.478
H -2.436 -0.725 0.283 0.526



# 7
49
Properties=species:S:1:pos:R:3:nbo_charge:R:1 method="wB97M-V/def2-TZVPD" smiles=FC(F)(F)c1ccc(OC(c2ccc3c(c2)CCO3)c2ccc3c(c2)CCO3)cc1 lumo_ev=0.649 orbital_gap_ha=0.320 total_charge=0 e_homo_ev=-8.049
F -3.805 5.090 -2.148 -0.330
C -2.851 4.666 -3.039 0.979
F -3.547 4.300 -4.157 -0.333
F -2.169 5.801 -3.414 -0.335
C -1.947 3.575 -2.558 -0.180
C -1.450 2.657 -3.490 -0.157
C -0.738 1.582 -2.988 -0.280
C -0.530 1.354 -1.620 0.419
O 0.108 0.142 -1.214 -0.526
C 0.493 -0.102 0.133 0.090
C 1.865 -0.825 0.515 -0.090
C 2.110 -1.586 1.747 -0.174
C 3.321 -2.166 2.165 -0.287
C 4.442 -1.921 1.366 0.323
C 4.296 -1.174 0.175 -0.126
C 3.038 -0.701 -0.236 -0.125
C 5.678 -1.001 -0.440 -0.453
C 6.588 -1.755 0.551 -0.062
O 5.708 -2.296 1.644 -0.488
C -0.656 -0.878 0.730 -0.088
C -0.611 -2.280 0.951 -0.167
C -1.647 -2.891 1.642 -0.281
C -2.859 -2.185 1.748 0.315
C -2.991 -0.902 1.183 -0.088
C -1.886 -0.233 0.709 -0.178
C -4.405 -0.434 1.366 -0.457
C -5.024 -1.533 2.213 -0.060
O -3.976 -2.611 2.389 -0.487
C -0.942 2.391 -0.761 -0.332
C -1.643 3.504 -1.207 -0.163
H -1.723 2.765 -4.549 0.243
H -0.330 0.889 -3.708 0.230
H 0.613 0.899 0.520 0.185
H 1.316 -1.721 2.489 0.221
H 3.498 -2.771 3.085 0.234
H 2.959 -0.124 -1.147 0.204
H 6.023 0.041 -0.525 0.221
H 5.797 -1.447 -1.438 0.221
H 7.094 -2.637 0.110 0.192
H 7.333 -1.109 1.058 0.192
H 0.233 -2.941 0.665 0.235
H -1.549 -3.856 2.154 0.228
H -2.021 0.765 0.335 0.219
H -4.482 0.542 1.860 0.222
H -4.937 -0.343 0.407 0.222
H -5.888 -2.004 1.746 0.192
H -5.310 -1.198 3.210 0.189
H -0.601 2.383 0.273 0.226
H -1.995 4.278 -0.499 0.240



# 8
22
Properties=species:S:1:pos:R:3:nbo_charge:R:1 method="wB97M-V/def2-TZVPD" spin_multiplicity=2 s_squared=0.754 lumo_ev="-7.027 / -12.777" orbital_gap_ha="0.444 / 0.233" total_charge=+2 e_homo_ev="-19.110 / -19.110"
C 1.640 0.230 1.693 -0.284
C 0.999 1.237 0.732 -0.441
C 0.431 0.731 -0.622 -0.234
C -0.241 -1.556 -1.402 -0.436
N -0.585 -0.386 -0.557 -0.511
N 0.704 -0.570 2.465 -0.285
H 2.315 -0.460 1.216 0.253
H 2.192 0.739 2.512 0.341
H 1.707 2.045 0.548 0.298
H 0.173 1.731 1.248 0.241
H -0.028 1.592 -1.107 0.262
H 1.271 0.453 -1.236 0.242
H -0.094 -1.245 -2.437 0.252
H 0.732 -1.958 -1.130 0.229
H -1.046 -2.287 -1.410 0.266
H -1.510 0.009 -0.814 0.495
H -0.552 -0.688 0.386 0.402
H 0.227 -0.141 3.262 0.435
H 1.093 -1.472 2.747 0.433
H -2.601 0.937 -2.529 0.496
H -3.891 0.641 -1.779 0.527
O -2.939 0.418 -1.786 -0.981



Let's list ΔE to the lowest compared entry with this formula, charge and spin in order: 59.6 297.4 314.8 631.1 0.0 185.5 170.3 86.9 kJ/mol.